C5H20N10O5 | the ωB97M-V functional and the def2-TZVPD basis

Output
* max |F|: 8.58 eV/A
* molar mass: 300.3 g/mol
* energy relative to the best compared isomer or geometry (same formula, charge and spin): 82.3 kcal per mole
* E_HOMO: -9.61 eV
* total charge: 0
* E_LUMO: 0.09 eV
* Kohn-Sham gap: 9.7 eV
* electronic energy: -1126.37004 Ha
* spin multiplicity: 1
* SMILES: NC(N)=O.NC(N)=O.NC(N)=O.NC(N)=O.NC(N)=O

Atoms and positions in Å:
N  -23.665  -32.229  30.981
C  -22.943  -32.794  30.060
N  -23.179  -32.398  28.845
O  -22.007  -33.549  30.303
H  -24.379  -31.543  30.782
H  -23.492  -32.402  31.961
H  -22.348  -32.541  28.289
H  -23.865  -31.675  28.681
N  -22.919  -28.017  30.716
C  -24.154  -27.745  30.526
N  -24.515  -26.590  30.985
O  -24.841  -28.454  29.938
H  -22.825  -29.012  30.573
H  -22.549  -27.427  31.447
H  -23.757  -25.949  31.171
H  -25.460  -26.273  30.820
N  -18.768  -35.201  26.054
C  -19.072  -35.265  24.815
N  -18.918  -36.416  24.309
O  -19.478  -34.290  24.158
H  -18.413  -36.062  26.445
H  -18.768  -34.356  26.608
H  -18.535  -37.260  24.711
H  -19.246  -36.386  23.354
N  -22.865  -33.467  36.672
C  -23.546  -34.119  37.564
N  -23.691  -35.400  37.248
O  -24.000  -33.673  38.570
H  -22.367  -33.961  35.945
H  -22.575  -32.563  37.017
H  -23.474  -35.756  36.328
H  -24.073  -36.099  37.869
N  -19.183  -36.833  30.987
C  -17.937  -36.645  31.379
N  -17.573  -35.380  31.198
O  -17.255  -37.505  31.821
H  -19.599  -37.731  31.188
H  -19.776  -36.040  30.788
H  -16.762  -35.071  31.714
H  -18.203  -34.745  30.729

These are the natural (NBO) partial charges, in e, on atoms 1 to 8: atom 1 (N): -0.82, atom 2 (C): 0.75, atom 3 (N): -0.82, atom 4 (O): -0.71, atom 5 (H): 0.40, atom 6 (H): 0.41, atom 7 (H): 0.41, atom 8 (H): 0.39

CH3NOSi | the ωB97M-V functional and the def2-TZVPD basis

Output
* max |F|: 1.58 eV/A
* molar mass: 73.1 g/mol
* energy relative to the best compared isomer or geometry (same formula, charge and spin): 45.0 kcal per mole
* E_HOMO: -10.98 eV
* total charge: 0
* E_LUMO: -0.90 eV
* Kohn-Sham gap: 10.1 eV
* electronic energy: -459.33709 Ha
* spin multiplicity: 1
* SMILES: O=[SiH2].C#N

Atoms and positions in Å:
O  -0.130  -0.353  1.381
Si  0.911  -1.192  0.648
H  1.669  -0.757  -0.512
H  0.853  -2.656  0.762
C  -1.110  1.620  -0.742
N  -1.118  1.522  -1.893
H  -1.076  1.815  0.355

Charges in e, computed with natural (NBO), in the same order as the atoms: atom 1 (O): -1.15, atom 2 (Si): 1.61, atom 3 (H): -0.22, atom 4 (H): -0.23, atom 5 (C): 0.08, atom 6 (N): -0.35, atom 7 (H): 0.27

C4H10N4O | the ωB97M-V functional and the def2-TZVPD basis

Output
* max |F|: 5.71 eV/A
* molar mass: 130.2 g/mol
* energy relative to the best compared isomer or geometry (same formula, charge and spin): 140.2 kcal per mole
* E_HOMO: -8.92 eV
* total charge: 0
* E_LUMO: 0.37 eV
* Kohn-Sham gap: 9.3 eV
* electronic energy: -452.47432 Ha
* spin multiplicity: 1
* SMILES: [H]/N=C(\N)[C@@H](/C=N\O)CN

Atoms and positions in Å:
H  2.556  -2.371  0.007
N  1.956  -1.616  -0.364
C  0.961  -0.894  0.096
N  0.152  -1.237  1.215
C  0.287  0.174  -0.756
C  -1.095  -0.468  -1.000
N  -2.300  -0.337  -0.518
O  -2.448  0.579  0.627
C  0.535  1.389  0.090
N  1.887  2.054  0.123
H  0.752  -1.847  1.743
H  -0.785  -0.914  1.318
H  0.734  0.558  -1.681
H  -1.118  -1.297  -1.769
H  -3.463  1.179  0.674
H  0.182  1.127  1.149
H  -0.034  2.161  -0.602
H  2.335  1.818  -0.723
H  2.430  1.700  1.094

These are the natural (NBO) partial charges, in e, on atoms 1 to 8: atom 1 (H): 0.38, atom 2 (N): -0.77, atom 3 (C): 0.47, atom 4 (N): -0.88, atom 5 (C): -0.38, atom 6 (C): 0.07, atom 7 (N): -0.13, atom 8 (O): -0.64

CH7N2O2P | the ωB97M-V functional and the def2-TZVPD basis

Output
* max |F|: 4.11 eV/A
* molar mass: 110.1 g/mol
* energy relative to the best compared isomer or geometry (same formula, charge and spin): 3.3 kcal per mole
* E_HOMO: -10.09 eV
* total charge: 0
* E_LUMO: 0.77 eV
* Kohn-Sham gap: 10.9 eV
* electronic energy: -643.70122 Ha
* spin multiplicity: 1
* SMILES: COP(N)(N)=O

Atoms and positions in Å:
C  -2.138  0.603  -0.118
O  -1.052  -0.277  -0.416
P  0.596  0.150  0.057
N  1.069  -0.701  1.360
N  1.638  -0.501  -1.082
O  0.835  1.570  0.269
H  -1.868  0.679  0.927
H  -3.081  0.043  -0.237
H  -2.191  1.578  -0.511
H  1.305  -1.701  1.276
H  1.641  -0.153  1.941
H  1.840  0.061  -1.903
H  1.405  -1.351  -1.562

These are the natural (NBO) partial charges, in e, on atoms 1 to 8: atom 1 (C): -0.25, atom 2 (O): -0.81, atom 3 (P): 2.39, atom 4 (N): -1.22, atom 5 (N): -1.20, atom 6 (O): -1.10, atom 7 (H): 0.18, atom 8 (H): 0.19

C6H13N2 | the ωB97M-V functional and the def2-TZVPD basis

Output
* max |F|: 3.92 eV/A
* molar mass: 113.2 g/mol
* energy relative to the best compared isomer or geometry (same formula, charge and spin): 50.6 kcal per mole
* E_HOMO: -14.22 eV
* total charge: +1
* E_LUMO: -2.76 eV
* Kohn-Sham gap: 11.5 eV
* electronic energy: -345.61542 Ha
* spin multiplicity: 1

Atoms and positions in Å:
C  -0.801  1.916  0.607
C  -0.127  0.963  1.147
C  -1.455  1.348  -0.727
C  -1.447  -0.106  -0.413
C  -0.257  -1.646  1.089
C  2.909  -0.052  -0.484
N  -0.228  -0.364  0.370
N  1.970  -0.583  -1.102
H  -0.739  2.876  1.001
H  -2.490  1.649  -0.915
H  -0.851  1.595  -1.630
H  -2.442  -0.332  0.046
H  -1.381  -0.693  -1.298
H  -0.783  -2.429  0.523
H  0.760  -1.985  1.197
H  -0.719  -1.556  2.057
H  2.638  0.288  0.548
H  3.876  0.065  -0.855
H  2.229  -1.097  -1.983
H  0.662  -0.301  -0.195
H  0.577  0.757  1.920

These are the natural (NBO) partial charges, in e, on atoms 1 to 8: atom 1 (C): -0.15, atom 2 (C): -0.05, atom 3 (C): -0.43, atom 4 (C): -0.23, atom 5 (C): -0.42, atom 6 (C): 0.04, atom 7 (N): -0.43, atom 8 (N): -0.67

C3H9N3O2 | the ωB97M-V functional and the def2-TZVPD basis

Output
* max |F|: 2.49 eV/A
* molar mass: 119.1 g/mol
* energy relative to the best compared isomer or geometry (same formula, charge and spin): 121.7 kcal per mole
* E_HOMO: -7.45 eV
* total charge: 0
* E_LUMO: 0.54 eV
* Kohn-Sham gap: 8.0 eV
* electronic energy: -434.33216 Ha
* spin multiplicity: 1

Atoms and positions in Å:
C  0.105  -1.664  0.061
N  1.005  1.164  -0.420
C  -0.289  0.967  -0.153
N  -0.865  1.572  0.963
N  0.638  -1.379  1.304
C  -0.948  -0.125  -0.811
O  1.675  0.303  -1.162
O  -0.692  -0.259  -2.159
H  0.286  -0.127  -2.235
H  1.551  1.776  0.190
H  -0.255  2.186  1.487
H  -1.778  1.975  0.810
H  0.001  -0.971  1.975
H  1.536  -0.915  1.294
H  0.833  -2.008  -0.661
H  -0.797  -2.263  0.105
H  -2.007  -0.230  -0.588

These are the natural (NBO) partial charges, in e, on atoms 1 to 8: atom 1 (C): -0.13, atom 2 (N): -0.17, atom 3 (C): 0.34, atom 4 (N): -0.81, atom 5 (N): -0.82, atom 6 (C): 0.01, atom 7 (O): -0.66, atom 8 (O): -0.72